No. 1
Formula: C16H21BrN2O4
Source: the OMol25 dataset
Level of theory: ωB97M-V/def2-TZVPD

Geometry (Å):
C: -4.15 -2.28 1.21
C: -3.20 -3.47 1.23
O: -2.21 -3.36 0.20
C: -1.15 -2.60 0.46
O: -0.96 -2.04 1.50
C: -0.23 -2.54 -0.74
N: 0.20 -1.17 -0.97
C: 1.51 -0.94 -1.24
O: 2.31 -1.86 -1.28
C: 1.92 0.49 -1.56
N: 2.32 1.20 -0.36
C: 3.55 0.67 0.22
C: 3.83 1.40 1.53
O: 3.95 2.79 1.33
C: 2.79 3.31 0.74
C: 2.48 2.63 -0.60
C: -0.80 -0.18 -0.79
C: -0.61 0.88 0.09
C: -1.62 1.80 0.29
C: -2.83 1.65 -0.37
Br: -4.23 2.90 -0.07
C: -3.04 0.59 -1.24
C: -2.02 -0.32 -1.45
H: -3.60 -1.37 1.43
H: -4.61 -2.18 0.23
H: -4.92 -2.41 1.96
H: -2.70 -3.55 2.20
H: -3.73 -4.40 1.01
H: -0.73 -2.96 -1.62
H: 0.68 -3.12 -0.55
H: 2.74 0.43 -2.29
H: 1.08 1.02 -2.02
H: 3.42 -0.40 0.40
H: 4.40 0.81 -0.47
H: 4.77 1.07 1.96
H: 3.01 1.20 2.24
H: 2.97 4.38 0.59
H: 1.93 3.17 1.42
H: 1.55 3.03 -1.00
H: 3.30 2.83 -1.31
H: 0.33 0.98 0.60
H: -1.48 2.62 0.98
H: -3.99 0.48 -1.74
H: -2.18 -1.15 -2.13

The value obtained for the energy is -98145.63794 eV. As for the orbital gap: 9.4 eV. The molar mass is 385.3 g/mol. Its structure (SMILES) is CCOC(=O)CN(C(=O)CN1CCOCC1)c1ccc(Br)cc1. The value obtained for the LUMO energy is 0.6 eV. As for the relative energy (zero: lowest compared OMol25 entry of this formula, charge and spin): 1.0 kJ/mol.


No. 2
Formula: C5H10IN2
Source: the OMol25 dataset
Level of theory: ωB97M-V/def2-TZVPD

Geometry (Å):
C: -1.47 0.00 0.54
C: -0.03 -2.23 -0.44
C: -0.28 0.93 0.08
C: 0.73 -1.13 -1.06
C: -0.37 -1.20 0.69
N: 3.73 1.77 -0.73
N: 0.46 -0.28 -0.13
I: 3.85 0.02 0.13
H: -2.17 0.30 1.41
H: -2.11 -0.20 -0.24
H: -0.90 -2.40 -1.13
H: 0.51 -3.04 0.02
H: -0.38 1.63 -0.70
H: 0.15 1.46 0.92
H: 4.57 2.11 -1.26
H: 1.24 -1.00 -2.02
H: 0.08 -1.35 1.62
H: 3.56 2.39 -0.02

The value obtained for the energy is -16417.02424 eV. As for the orbital gap: 7.4 eV. The molar mass is 225.1 g/mol. The value obtained for the LUMO energy is -4.6 eV. The net charge is +1. As for the relative energy (zero: lowest compared OMol25 entry of this formula, charge and spin): 413.8 kJ/mol.


No. 3
Formula: C40H39CsN9O6PSSe
Source: the OMol25 dataset
Level of theory: ωB97M-V/def2-TZVPD

Geometry (Å):
Cs: -0.49 0.93 2.23
O: -0.57 5.75 -3.54
C: 0.23 4.65 -3.19
C: 0.46 4.17 -1.90
C: 1.15 2.99 -1.66
N: 1.67 2.28 -2.66
C: 1.61 2.84 -3.88
C: 0.90 3.97 -4.21
C: 2.32 2.03 -5.08
O: 3.42 2.52 -5.35
O: 1.74 1.02 -5.55
C: 1.03 2.41 -0.22
O: 0.54 3.13 0.67
O: 1.46 1.22 -0.12
H: -0.98 6.11 -2.75
H: -0.05 4.59 -1.06
H: 0.91 4.39 -5.19
S: -1.63 -1.37 7.74
C: -1.20 0.31 7.76
C: -1.21 0.79 6.50
C: -1.34 -0.08 5.39
C: -1.65 -1.30 5.94
C: -2.04 -2.51 5.22
C: -1.97 -3.82 5.79
C: -2.08 -4.93 4.95
C: -2.23 -4.75 3.55
C: -2.33 -3.43 3.06
N: -2.24 -2.36 3.85
H: -1.06 0.78 8.70
H: -0.97 1.86 6.38
H: -1.91 -3.92 6.82
H: -2.06 -6.00 5.31
H: -2.35 -5.60 2.93
H: -2.63 -3.21 1.99
Se: 4.72 -2.51 -0.09
N: 3.92 -2.17 1.44
C: 3.71 -0.83 1.50
C: 3.14 -0.12 2.62
C: 2.57 -0.89 3.64
C: 2.09 -0.24 4.75
C: 2.28 1.16 4.84
N: 2.90 1.89 3.91
C: 3.25 1.32 2.78
C: 3.81 2.11 1.62
N: 3.83 3.43 1.72
C: 4.14 4.11 0.66
C: 4.57 3.53 -0.54
C: 4.65 2.17 -0.68
C: 4.31 1.38 0.47
C: 4.35 -0.08 0.47
N: 4.96 -0.77 -0.48
H: 2.43 -1.94 3.46
H: 1.59 -0.77 5.54
H: 1.79 1.79 5.63
H: 3.98 5.19 0.72
H: 4.75 4.23 -1.35
H: 4.92 1.68 -1.62
O: -1.60 -1.15 0.20
P: -1.48 -0.72 -1.22
N: -1.38 0.93 -1.47
C: -1.60 1.55 -2.83
C: -3.03 2.07 -2.79
C: -3.33 2.27 -1.31
C: -2.27 1.55 -0.50
N: -0.17 -1.28 -2.02
C: -0.02 -2.78 -2.19
C: 1.50 -3.06 -2.08
C: 2.09 -1.72 -2.73
C: 0.87 -0.78 -2.95
N: -2.82 -1.36 -1.94
C: -3.85 -2.09 -1.25
C: -3.85 -3.51 -1.88
C: -3.35 -3.22 -3.27
C: -2.80 -1.76 -3.30
H: -1.44 0.86 -3.68
H: -0.81 2.35 -2.87
H: -3.69 1.26 -3.20
H: -3.07 2.91 -3.49
H: -4.32 1.77 -1.18
H: -3.32 3.29 -0.96
H: -2.70 0.74 0.17
H: -1.76 2.25 0.16
H: -0.36 -3.12 -3.14
H: -0.57 -3.31 -1.38
H: 1.62 -3.99 -2.66
H: 1.73 -3.18 -1.03
H: 2.58 -1.97 -3.65
H: 2.80 -1.32 -2.03
H: 0.52 -0.77 -4.00
H: 1.23 0.20 -2.69
H: -4.80 -1.61 -1.67
H: -3.72 -2.00 -0.15
H: -4.85 -4.00 -1.89
H: -3.06 -4.18 -1.41
H: -4.11 -3.43 -3.99
H: -2.57 -3.85 -3.49
H: -3.52 -1.21 -3.90
H: -1.83 -1.71 -3.71

The value obtained for the energy is -153829.25442 eV. As for the orbital gap: 6.1 eV. The molar mass is 1016.7 g/mol. The value obtained for the LUMO energy is 3.5 eV. The net charge is -2. As for the relative energy (zero: lowest compared OMol25 entry of this formula, charge and spin): 117.3 kJ/mol.


No. 4
Formula: C20H23BN10O3Sn
Source: the OMol25 dataset
Level of theory: ωB97M-V/def2-TZVPD

Geometry (Å):
Sn: 0.19 0.77 1.04
C: -2.89 0.36 -2.06
C: -2.33 0.10 -0.82
N: -1.23 0.83 -0.65
N: -1.06 1.58 -1.77
C: -2.05 1.30 -2.63
B: 0.21 2.47 -1.84
N: 1.46 1.53 -1.71
C: 2.41 1.23 -2.61
C: 3.28 0.31 -2.05
C: 2.79 0.08 -0.78
N: 1.69 0.81 -0.59
N: 0.18 3.40 -0.58
C: 0.10 4.74 -0.50
C: 0.08 5.11 0.83
C: 0.15 3.91 1.53
N: 0.21 2.90 0.67
N: 0.35 3.31 -3.07
C: 1.38 4.15 -3.36
C: 1.12 4.74 -4.57
C: -0.12 4.19 -4.96
N: -0.57 3.34 -4.06
H: -3.78 -0.06 -2.48
H: -2.66 -0.58 -0.04
H: -2.08 1.81 -3.58
H: 2.40 1.70 -3.58
H: 4.16 -0.12 -2.51
H: 3.15 -0.57 0.00
H: 0.04 5.34 -1.39
H: 0.02 6.10 1.23
H: 0.16 3.72 2.59
H: 2.21 4.26 -2.69
H: 1.72 5.45 -5.09
H: -0.69 4.39 -5.85
O: -3.04 -6.16 4.25
C: -1.65 -6.35 4.18
N: -1.06 -5.75 2.99
C: -0.73 -4.44 2.97
O: -0.81 -3.72 3.95
C: -0.22 -3.89 1.67
C: 0.37 -4.63 0.66
C: 0.82 -3.97 -0.48
C: 0.66 -2.60 -0.56
N: 0.10 -1.88 0.41
C: -0.33 -2.51 1.49
H: -3.21 -5.26 4.55
H: -1.47 -7.42 4.15
H: -1.14 -5.91 5.04
H: -1.19 -6.23 2.11
H: 0.53 -5.69 0.77
H: 1.28 -4.52 -1.29
H: 0.98 -2.06 -1.44
H: -0.77 -1.92 2.29
C: 0.19 0.42 4.08
O: 0.11 1.33 2.99
H: -0.40 0.84 4.89
H: 1.22 0.28 4.41
H: -0.24 -0.56 3.85

As for the spin multiplicity: 2. The value obtained for the energy is -48660.96849 eV. As for the orbital gap (spin up / spin down): 8.0 / 8.0 eV. The molar mass is 581.0 g/mol. The value obtained for the LUMO energy (spin up / spin down) is -2.6 / -4.0 eV. The net charge is +1. As for the relative energy (zero: lowest compared OMol25 entry of this formula, charge and spin): 0.0 kJ/mol.


No. 5
Formula: C2H3Cl2NSSi
Source: the OMol25 dataset
Level of theory: ωB97M-V/def2-TZVPD

Geometry (Å):
C: 1.49 1.09 -1.08
Si: 0.92 -0.13 0.05
Cl: 1.62 -0.89 1.78
S: -0.82 -1.32 -0.17
C: -1.25 -0.84 -1.77
N: -1.42 -0.46 -2.83
H: 1.97 1.83 -0.54
H: 0.79 1.36 -1.79
Cl: -1.34 0.23 3.34
H: -1.97 -0.87 3.01

The value obtained for the energy is -47369.90718 eV. As for the orbital gap: 8.8 eV. The molar mass is 172.1 g/mol. Its structure (SMILES) is C=[Si](Cl)SC#N.Cl. The value obtained for the LUMO energy is -0.2 eV. As for the relative energy (zero: lowest compared OMol25 entry of this formula, charge and spin): 375.1 kJ/mol.


No. 6
Formula: C29H18Br2N2O2PSr
Source: the OMol25 dataset
Level of theory: ωB97M-V/def2-TZVPD

Geometry (Å):
Sr: -0.43 2.72 0.23
O: -1.74 2.63 2.59
C: -1.88 1.56 1.98
C: -1.95 0.29 2.78
C: -2.37 0.16 4.10
C: -2.31 -1.08 4.72
C: -1.80 -2.18 4.03
C: -1.37 -2.05 2.71
C: -1.46 -0.82 2.07
P: -0.97 -0.47 0.32
C: -0.11 -2.04 -0.09
C: -0.64 -3.10 -0.81
C: 0.14 -4.22 -1.09
C: 1.45 -4.29 -0.65
C: 1.99 -3.23 0.08
C: 1.22 -2.11 0.34
C: -2.58 -0.64 -0.54
C: -3.61 -1.46 -0.07
C: -4.81 -1.54 -0.76
C: -5.00 -0.80 -1.92
C: -3.98 0.02 -2.39
C: -2.78 0.09 -1.70
H: -2.73 1.03 4.62
H: -2.65 -1.20 5.74
H: -1.74 -3.14 4.52
H: -0.96 -2.91 2.19
H: -1.66 -3.05 -1.16
H: -0.28 -5.03 -1.67
H: 2.05 -5.16 -0.87
H: 3.02 -3.27 0.42
H: 1.66 -1.28 0.89
H: -3.48 -2.02 0.85
H: -5.60 -2.17 -0.39
H: -5.94 -0.86 -2.46
H: -4.12 0.62 -3.28
H: -2.00 0.75 -2.07
Br: 3.75 0.40 2.69
C: 3.90 1.31 1.03
C: 5.11 1.25 0.33
C: 5.25 1.87 -0.88
Br: 6.92 1.77 -1.78
C: 4.16 2.57 -1.46
C: 4.19 3.22 -2.71
C: 3.07 3.83 -3.19
C: 1.89 3.80 -2.43
N: 1.83 3.23 -1.25
C: 2.94 2.62 -0.74
C: 2.78 2.00 0.57
O: 1.67 2.10 1.20
H: 5.93 0.70 0.76
H: 5.11 3.21 -3.28
H: 3.07 4.32 -4.16
H: 0.97 4.24 -2.80
N: -1.66 4.14 -3.10
C: -1.46 3.67 -2.06

The value obtained for the energy is -187653.63051 eV. As for the orbital gap: 6.6 eV. The molar mass is 704.9 g/mol. The value obtained for the LUMO energy is 2.4 eV. The net charge is -1. As for the relative energy (zero: lowest compared OMol25 entry of this formula, charge and spin): 17.2 kJ/mol.


No. 7
Formula: C43H56BrO4P2PdSbSi3
Source: the OMol25 dataset
Level of theory: ωB97M-V/def2-TZVPD

Geometry (Å):
Pd: 1.63 -0.09 -0.30
C: -1.45 1.14 -5.26
Si: 0.12 0.31 -4.58
C: 1.47 0.84 -5.79
C: -0.11 -1.55 -4.82
Sb: 0.00 0.82 -2.09
Si: 3.30 0.10 -1.85
C: 4.97 0.21 -0.94
C: 3.53 1.56 -3.03
C: 3.31 -1.45 -2.93
Si: 0.48 3.33 -2.05
C: 0.96 4.08 -3.72
C: -1.07 4.28 -1.53
C: 1.81 3.78 -0.78
H: -1.58 0.91 -6.32
H: -1.42 2.22 -5.14
H: -2.33 0.77 -4.72
H: 1.15 0.56 -6.80
H: 2.43 0.35 -5.59
H: 1.63 1.92 -5.78
H: -0.63 -1.75 -5.76
H: -0.69 -1.99 -4.00
H: 0.85 -2.07 -4.84
H: 5.32 1.24 -0.95
H: 5.72 -0.39 -1.48
H: 4.95 -0.13 0.09
H: 3.61 2.50 -2.47
H: 2.74 1.66 -3.76
H: 4.48 1.42 -3.56
H: 2.84 -2.30 -2.43
H: 4.33 -1.73 -3.22
H: 2.73 -1.27 -3.85
H: 0.21 3.86 -4.48
H: 1.92 3.70 -4.08
H: 1.05 5.17 -3.64
H: -1.90 4.14 -2.23
H: -0.84 5.35 -1.48
H: -1.41 3.96 -0.55
H: 2.36 2.90 -0.46
H: 1.33 4.21 0.11
H: 2.51 4.51 -1.18
Br: 7.10 -6.55 0.59
C: 6.06 -5.00 1.01
C: 6.24 -4.38 2.23
C: 5.49 -3.25 2.52
C: 4.56 -2.76 1.61
C: 4.40 -3.40 0.39
C: 5.15 -4.53 0.08
C: 3.76 -1.50 1.94
O: 4.04 -0.92 3.00
O: 2.90 -1.18 1.07
H: 6.96 -4.77 2.94
H: 5.60 -2.73 3.46
H: 3.67 -3.02 -0.32
H: 5.02 -5.04 -0.87
C: -2.53 0.17 1.44
P: -0.72 -0.33 1.44
C: -0.26 0.13 3.17
C: 1.10 0.22 3.45
C: 1.55 0.55 4.72
C: 0.65 0.81 5.74
C: -0.71 0.74 5.47
C: -1.16 0.39 4.20
C: -0.89 -2.11 1.47
C: -0.92 -2.81 0.11
C: -1.83 -4.02 0.17
C: -2.21 -4.60 1.33
C: -1.89 -4.04 2.61
C: -1.34 -2.77 2.61
P: -2.88 1.99 1.56
C: -3.93 2.28 0.08
C: -3.74 1.56 -1.10
C: -4.47 1.86 -2.24
C: -5.41 2.88 -2.22
C: -5.60 3.61 -1.05
C: -4.87 3.31 0.08
C: -4.21 1.98 2.84
C: -4.02 2.70 4.01
C: -4.97 2.70 5.02
C: -6.14 1.97 4.86
C: -6.35 1.25 3.69
C: -5.40 1.25 2.69
H: -2.99 -0.35 2.29
H: -2.98 -0.25 0.55
H: 1.83 0.02 2.67
H: 2.62 0.58 4.89
H: 1.00 1.08 6.73
H: -1.44 0.93 6.26
H: -2.23 0.31 4.04
H: -1.31 -2.12 -0.65
H: -2.17 -4.42 -0.78
H: -2.83 -5.49 1.29
H: -2.22 -4.52 3.53
H: -1.26 -2.24 3.56
H: -2.99 0.78 -1.16
H: -4.29 1.30 -3.15
H: -5.98 3.12 -3.11
H: -6.33 4.41 -1.02
H: -5.03 3.89 0.99
H: -3.09 3.26 4.14
H: -4.80 3.26 5.93
H: -6.89 1.96 5.65
H: -7.26 0.67 3.56
H: -5.56 0.68 1.78
C: 1.42 -4.08 1.44
O: 1.42 -3.81 0.04
C: 0.40 -3.21 -0.59
O: 0.52 -3.05 -1.79
H: 0.47 -4.49 1.78
H: 1.64 -3.17 2.00
H: 2.21 -4.81 1.58

The value obtained for the energy is -175965.05779 eV. As for the orbital gap: 4.5 eV. The molar mass is 1091.2 g/mol. The value obtained for the LUMO energy is 3.7 eV. The net charge is -2. As for the relative energy (zero: lowest compared OMol25 entry of this formula, charge and spin): 106.6 kJ/mol.


No. 8
Formula: C27H44F9IN4O7S2
Source: the OMol25 dataset
Level of theory: ωB97M-V/def2-TZVPD

Geometry (Å):
C: -1.93 1.95 4.32
C: -0.82 1.63 3.17
C: -1.51 1.57 1.74
I: -2.29 3.65 1.43
N: -0.82 1.19 0.56
C: -1.58 0.73 -0.62
C: -3.09 0.22 -0.40
C: -4.20 1.39 -0.66
C: -5.53 0.85 -1.35
N: -6.64 1.79 -0.90
C: 0.61 1.00 0.43
S: 1.14 1.51 -1.34
C: 1.62 2.00 1.21
C: 1.44 3.56 0.81
C: 1.68 4.53 2.09
N: 1.14 5.91 1.84
C: 1.17 -0.51 0.76
O: 1.14 -1.42 -0.36
C: 2.40 -1.59 -1.04
C: 2.00 -1.67 -2.57
C: 2.84 -2.91 -3.39
C: 1.87 -4.19 -3.86
O: 2.47 -3.08 -4.84
S: 3.54 -2.82 -0.31
O: 3.64 -2.50 1.18
O: 4.98 -2.64 -0.79
C: 3.06 -4.62 -0.36
F: 3.81 -5.21 0.72
F: 3.54 -5.32 -1.50
C: 1.53 -4.95 -0.01
F: 1.16 -4.07 1.03
F: 0.64 -4.75 -1.07
C: 1.36 -6.44 0.61
F: 2.17 -7.39 -0.07
F: 1.59 -6.45 2.01
C: -0.15 -7.00 0.44
F: -0.45 -7.37 -0.88
F: -1.11 -6.18 1.04
F: -0.17 -8.22 1.18
N: 0.57 -1.14 1.93
C: -0.75 -1.67 1.91
C: -1.52 -2.50 0.77
O: -1.45 -1.52 2.97
C: 1.41 -1.37 3.08
C: 1.40 -2.75 3.91
O: 2.17 -0.48 3.55
H: -1.69 1.29 5.23
H: -1.83 3.07 4.58
H: -3.00 1.73 3.97
H: -0.29 0.69 3.52
H: -0.05 2.48 3.27
H: -2.49 1.02 2.01
H: -1.70 1.57 -1.40
H: -1.07 -0.20 -1.07
H: -3.31 -0.55 -1.23
H: -3.27 -0.34 0.58
H: -4.47 1.83 0.36
H: -3.74 2.25 -1.26
H: -5.51 0.85 -2.49
H: -5.84 -0.21 -1.03
H: -6.65 1.66 0.12
H: -7.54 1.51 -1.31
H: 0.42 2.67 -1.61
H: 1.71 1.82 2.33
H: 2.66 1.73 0.79
H: 2.29 3.85 0.08
H: 0.48 3.79 0.25
H: 2.83 4.56 2.22
H: 1.26 4.10 3.06
H: 0.52 5.80 1.03
H: 0.60 6.21 2.65
H: 2.27 -0.34 1.03
H: 2.97 -0.58 -0.95
H: 2.38 -0.76 -3.17
H: 0.90 -1.85 -2.78
H: 3.96 -3.17 -3.05
H: 0.77 -3.88 -3.88
H: 2.32 -5.07 -4.41
H: -2.65 -2.41 0.91
H: -1.27 -3.61 0.83
H: -1.28 -2.16 -0.28
H: 1.55 -2.57 5.02
H: 2.13 -3.51 3.47
H: 0.35 -3.22 3.80
C: -1.07 6.17 -3.50
C: 0.34 5.62 -3.47
C: 1.19 5.84 -4.69
O: 0.76 5.04 -2.49
H: -1.57 5.94 -2.55
H: -1.04 7.25 -3.63
H: -1.63 5.70 -4.31
H: 1.31 6.91 -4.87
H: 0.73 5.35 -5.55
H: 2.17 5.39 -4.52

The value obtained for the energy is -103222.41982 eV. As for the orbital gap: 8.1 eV. The molar mass is 898.7 g/mol. Its structure (SMILES) is CC[C@@H](I)N(CCCCN)[C@@](S)(CCCN)[C@H](O[C@H](C[C@H]1CO1)S(=O)(=O)C(F)(F)C(F)(F)C(F)(F)C(F)(F)F)N(C(C)=O)C(C)=O.CC(C)=O. The value obtained for the LUMO energy is -0.4 eV.


Q: Which of these has the lowest energy?
A: C29H18Br2N2O2PSr